DFT (ωB97M-V with the def2-TZVPD basis set) results for C6H10 in the gas phase at a distorted geometry.

Structure (XYZ):
```
16
Properties=species:S:1:pos:R:3:mulliken_charge:R:1
C -1.7746 0.4852 0.4254 -1.473
C -0.2707 0.4329 0.6753 0.156
C 0.6227 0.9951 -0.8950 -0.766
C 1.3994 -0.2322 -1.1486 -0.223
C 1.2155 -1.1993 -0.2568 -0.443
C 0.3069 -0.9533 0.9047 -0.661
H -2.3769 0.5932 1.3305 0.370
H -2.1917 -0.3735 -0.1207 0.343
H -1.9461 1.3907 -0.1454 0.394
H 0.0267 1.1357 1.4491 0.365
H -0.3118 1.0454 -1.4114 0.211
H 1.1454 1.9362 -1.2439 0.358
H 2.0840 -0.3144 -1.9858 0.393
H 1.6408 -2.1763 -0.3548 0.404
H -0.4169 -1.7847 0.9245 0.302
H 0.8474 -0.9808 1.8528 0.269
```

Computed properties:
* frontier orbital gap: 0.3644 hartree
* DFT total energy: -6382.21032 eV
* relative energy (zero: lowest compared OMol25 entry of this formula, charge and spin): 38.03 kcal/mol
* charge: 0
* HOMO: -8.7 eV



DFT (ωB97M-V with the def2-TZVPD basis set) results for 10 unconnected molecules or ions with the total composition C3H25NO10 at a distorted geometry.

Structure (XYZ):
```
39
Properties=species:S:1:pos:R:3:lowdin_spin:R:1
C 1.0044 -0.1818 1.3967 0.011
N 0.1442 0.9273 1.1249 0.534
C -1.1290 0.6284 0.5993 0.096
C 0.5911 2.3232 1.4036 0.064
O 0.6712 -1.2326 0.9022 0.131
H 1.9094 0.1003 1.8825 -0.003
H -1.7550 -0.0063 1.2065 0.039
H -1.1738 0.0646 -0.3304 0.038
H -1.6832 1.5292 0.2719 0.001
H 1.4111 2.3921 0.6702 0.035
H 1.0760 2.4905 2.3669 0.021
H -0.1790 3.1166 1.2969 0.001
H 0.2443 2.7643 -1.2827 0.000
H -0.8822 3.1771 -2.2146 0.000
O -0.1855 3.5548 -1.6391 0.000
H -3.7003 -0.8221 1.3361 0.000
H -3.0539 -2.2175 0.9527 0.000
O -3.6907 -1.5168 0.6767 0.006
H -0.6762 -1.6553 -2.0409 0.000
H -2.2270 -1.5815 -1.8894 0.000
O -1.4797 -1.1800 -2.3495 0.014
H 1.0587 -1.8851 -0.7612 0.001
H 0.9351 -3.1817 -1.5202 0.000
O 0.8789 -2.2212 -1.6601 0.003
H 3.2736 0.3394 -0.8296 0.000
H 3.1403 1.5754 0.0466 0.001
O 3.0001 0.6236 0.0586 0.002
H 1.6562 -0.0262 4.1364 0.000
H 1.0136 0.2581 5.4791 0.000
O 1.6279 0.6267 4.8373 0.000
H -1.8007 -2.2151 2.6780 0.000
H -1.0149 -2.1867 1.3938 0.001
O -1.6207 -2.7510 1.8979 0.004
H -1.7365 0.6408 -2.6696 0.000
H -1.9395 0.8975 -4.1737 0.000
O -1.8348 1.3484 -3.3302 0.000
H 3.0484 -0.8479 -3.4151 0.000
H 1.6603 -0.9019 -2.5905 0.000
O 2.3813 -0.3586 -2.9322 0.000
```

Computed properties:
* 2S+1: 2
* frontier orbital gap (alpha / beta): 0.3382 / 0.1818 hartree
* DFT total energy: -25472.50642 eV
* charge: +1
* HOMO (alpha / beta): -13.7 / -13.7 eV



DFT (ωB97M-V with the def2-TZVPD basis set) results for a molecular structure, C12H36B2F8K2O6 at a distorted geometry.

Structure (XYZ):
```
66
Properties=species:S:1:pos:R:3:mulliken_charge:R:1
K 23.1206 5.3190 9.0105 0.995
K 18.1795 9.6359 7.1634 0.983
B 19.0631 7.1445 11.1799 0.545
F 17.7574 7.5382 11.4023 -0.379
F 18.9720 6.2891 10.0807 -0.402
F 19.9123 8.1162 10.8589 -0.354
F 19.6816 6.3332 12.1417 -0.408
B 20.0698 6.3732 3.5242 0.601
F 19.6868 6.0649 4.8687 -0.446
F 20.3006 7.6954 3.3900 -0.369
F 21.1823 5.6557 3.1857 -0.383
F 18.9951 5.9493 2.7397 -0.401
C 12.4766 9.0968 13.8094 -0.894
C 13.2845 9.3764 15.0578 -0.228
O 14.4571 8.5563 15.2425 -0.486
H 11.6739 8.3699 13.9336 0.243
H 13.2088 8.8144 13.0530 0.268
H 12.1302 10.0422 13.3919 0.300
H 12.6025 9.2419 15.8974 0.279
H 13.6344 10.3991 14.9166 0.235
H 14.7935 8.6169 14.3454 0.285
C 13.5208 3.9478 7.7747 -0.877
C 14.5734 3.9663 6.6576 -0.112
O 14.4484 5.0916 5.7773 -0.531
H 14.0604 3.7325 8.6970 0.255
H 12.7472 3.1894 7.6544 0.223
H 13.0578 4.9318 7.8477 0.287
H 14.5472 3.0050 6.1446 0.294
H 15.5430 4.1077 7.1351 0.190
H 14.1891 5.8490 6.3070 0.273
C 26.2280 9.0706 13.5858 -1.097
C 24.9943 9.5716 12.8493 -0.091
O 24.3129 8.4188 12.4104 -0.498
H 26.5842 8.1489 13.1255 0.304
H 26.0341 8.7817 14.6187 0.284
H 27.0581 9.7767 13.6087 0.329
H 25.4518 10.0961 12.0104 0.191
H 24.5026 10.2803 13.5156 0.275
H 23.3705 8.4957 12.5760 0.306
C 16.6751 12.7618 10.8340 -1.078
C 16.7837 13.9392 9.9202 -0.122
O 17.6183 13.5109 8.8969 -0.516
H 17.5634 12.1424 10.9579 0.312
H 15.9068 12.0090 10.6573 0.283
H 16.5611 13.1100 11.8605 0.318
H 17.3044 14.7796 10.3790 0.239
H 15.8626 14.3327 9.4902 0.290
H 17.6844 14.2422 8.2786 0.286
C 16.2775 0.2853 13.3160 -0.937
C 16.7548 1.6147 12.9490 -0.237
O 17.0257 1.8184 11.5120 -0.547
H 15.3775 0.1119 12.7261 0.258
H 16.0160 0.3537 14.3720 0.315
H 16.9815 -0.5058 13.0580 0.284
H 17.5453 2.1330 13.4918 0.337
H 15.8979 2.2864 12.9992 0.227
H 17.4357 2.6784 11.3940 0.301
C 22.4020 4.7173 17.2680 -1.006
C 21.7532 3.5261 17.8135 -0.167
O 22.6200 3.1151 18.8118 -0.517
H 22.3436 5.6177 17.8795 0.263
H 21.8543 5.1002 16.4070 0.284
H 23.3873 4.5273 16.8424 0.346
H 21.7738 2.7007 17.1018 0.220
H 20.7522 3.7452 18.1850 0.278
H 23.4623 2.9566 18.3794 0.301
```

Computed properties:
* frontier orbital gap: 0.2867 hartree
* DFT total energy: -81064.13648 eV
* charge: 0
* HOMO: -9.6 eV



DFT (ωB97M-V with the def2-TZVPD basis set) results for a molecular structure, C51H45BrF4NOP2ReSe at a distorted geometry.

Structure (XYZ):
```
107
Properties=species:S:1:pos:R:3:lowdin_spin:R:1
Re -0.3878 -0.7012 -0.5435 0.608
F -3.7481 -5.8984 3.0636 0.000
C -3.0449 -4.8213 2.8170 0.000
C -2.6243 -4.0011 3.8534 0.001
F -2.9189 -4.3114 5.0944 0.000
C -1.8819 -2.8608 3.5797 0.000
F -1.4646 -2.1462 4.6154 0.000
C -1.5562 -2.4840 2.2790 -0.001
P -0.4322 -1.0843 1.9191 -0.003
C 0.9996 -1.7447 2.8264 0.001
C 1.4468 -1.1744 4.0177 0.000
C 2.4201 -1.8184 4.7677 0.000
C 2.9313 -3.0400 4.3506 0.000
C 2.4741 -3.6201 3.1737 0.000
C 1.5121 -2.9745 2.4130 0.000
C -1.0028 0.3342 2.8893 0.000
C -0.1517 1.4412 2.9592 0.004
C -0.5275 2.5567 3.6871 0.003
C -1.7542 2.5768 4.3463 -0.002
C -2.6004 1.4829 4.2708 0.002
C -2.2325 0.3628 3.5332 -0.001
C -1.9569 -3.3555 1.2843 0.000
Br -1.4005 -3.0890 -0.5181 0.034
C -2.6898 -4.5004 1.5151 0.002
F -3.0421 -5.2943 0.5153 0.000
H 1.0339 -0.2424 4.3761 0.000
H 2.7593 -1.3761 5.6954 0.000
H 3.6700 -3.5503 4.9551 0.000
H 2.8559 -4.5809 2.8550 0.000
H 1.1567 -3.4470 1.5025 0.000
H 0.8201 1.4245 2.4727 0.001
H 0.1434 3.4029 3.7618 0.000
H -2.0454 3.4446 4.9233 0.000
H -3.5534 1.4936 4.7838 0.000
H -2.9136 -0.4754 3.4707 0.000
C -3.3690 -0.4957 -1.7875 0.006
C -2.8257 -0.4505 -3.2040 0.000
C -2.4555 0.9691 -3.6296 0.000
C -1.6581 -1.4255 -3.3605 0.000
C -1.2182 -1.5977 -4.8120 0.000
O 0.1238 -1.0569 -4.8234 -0.008
C 0.4908 -0.7395 -3.6046 -0.008
N -0.4169 -0.9350 -2.6771 -0.009
C 1.8551 -0.2099 -3.5153 0.001
C 2.4785 0.0763 -4.7392 -0.002
C 3.7982 0.4773 -4.7920 0.000
C 4.5276 0.5878 -3.6185 -0.001
C 3.9219 0.3154 -2.4023 -0.001
C 2.5830 -0.0614 -2.3272 -0.001
P 2.0198 -0.5223 -0.6585 0.019
C 2.7905 0.7000 0.4260 0.000
C 3.3237 0.3524 1.6680 0.000
C 3.9737 1.3059 2.4393 0.000
C 4.0959 2.6092 1.9813 -0.001
C 3.5486 2.9697 0.7544 0.001
C 2.9057 2.0224 -0.0224 0.000
C 2.7973 -2.1506 -0.5301 0.017
C 2.1964 -3.1729 -1.2714 0.007
C 2.7854 -4.4234 -1.3450 0.000
C 3.9897 -4.6570 -0.6895 0.002
C 4.6046 -3.6354 0.0188 0.002
C 4.0162 -2.3805 0.1006 0.002
H -4.1670 0.2306 -1.6525 0.000
H -2.5829 -0.2165 -1.0443 0.001
H -3.7464 -1.4821 -1.5193 0.000
H -3.6060 -0.8164 -3.8785 0.000
H -1.6451 1.3684 -3.0177 0.000
H -3.3133 1.6337 -3.5237 0.000
H -2.1423 1.0140 -4.6747 0.000
H -1.9334 -2.3864 -2.9289 0.000
H -1.8123 -1.0174 -5.5120 0.000
H -1.1711 -2.6298 -5.1487 0.000
H 1.9185 -0.0229 -5.6566 0.000
H 4.2604 0.6806 -5.7482 0.000
H 5.5672 0.8867 -3.6449 0.000
H 4.5078 0.3981 -1.4960 0.000
H 3.2253 -0.6532 2.0463 0.000
H 4.3970 1.0220 3.3943 0.000
H 4.6275 3.3443 2.5714 0.000
H 3.6443 3.9861 0.3950 0.000
H 2.5101 2.3094 -0.9881 0.001
H 1.2750 -2.9879 -1.8153 0.002
H 2.3221 -5.2092 -1.9270 0.000
H 4.4571 -5.6312 -0.7508 0.000
H 5.5526 -3.8110 0.5102 0.000
H 4.5316 -1.5908 0.6270 0.000
C -4.7374 5.8780 -1.5105 0.005
C -3.7311 4.8025 -1.2455 0.024
C -4.0540 3.6800 -0.4887 0.003
C -3.1318 2.6948 -0.1822 0.018
C -3.5765 1.6099 0.7532 0.001
C -1.8297 2.8428 -0.6995 0.047
Se -0.3672 1.6992 -0.3370 0.193
C -1.4554 3.9738 -1.4709 0.015
C -0.0779 4.2261 -2.0447 0.005
C -2.4280 4.9192 -1.7268 0.000
H -5.7231 5.6170 -1.1340 0.000
H -4.8114 6.0885 -2.5781 0.001
H -4.4203 6.8067 -1.0319 0.002
H -5.0626 3.5821 -0.1019 0.000
H -3.8323 2.0558 1.7136 0.001
H -2.8054 0.8668 0.9357 0.000
H -4.4739 1.1168 0.3832 0.000
H 0.5756 3.3572 -2.0394 0.003
H 0.4158 5.0241 -1.4872 0.000
H -0.1646 4.5597 -3.0781 0.001
H -2.1619 5.7800 -2.3308 0.000
```

Computed properties:
* 2S+1: 2
* frontier orbital gap (alpha / beta): 0.2063 / 0.1980 hartree
* DFT total energy: -224097.23166 eV
* relative energy (zero: lowest compared OMol25 entry of this formula, charge and spin): 2.00 kcal/mol
* charge: +3
* HOMO (alpha / beta): -16.0 / -15.9 eV



DFT (ωB97M-V with the def2-TZVPD basis set) results for a molecular structure, C49H51AsGeN10O3PSTi at a distorted geometry.

Structure (XYZ):
```
118
Properties=species:S:1:pos:R:3:lowdin_spin:R:1
Ti -0.1240 -0.0193 -0.4856 0.870
C 2.1065 -0.0084 -5.6812 0.000
N 1.3551 -0.4482 -4.5225 0.004
C 0.6207 -1.5920 -4.4219 0.000
C 0.1231 -1.6175 -3.1535 0.007
N 0.5549 -0.5234 -2.4661 0.013
C 1.3109 0.1802 -3.3082 0.006
P 1.5199 2.0010 -3.2242 0.002
C -0.1166 2.4076 -2.5827 0.005
N -0.6427 1.9445 -1.4499 0.002
C -1.8939 2.4799 -1.3808 0.001
C -2.1206 3.2809 -2.4602 -0.001
N -0.9903 3.2310 -3.2248 0.002
C -0.7568 3.9304 -4.4710 0.000
C 2.2513 2.0595 -1.5557 0.001
N 1.8570 1.2942 -0.5475 0.005
C 2.3416 1.9007 0.5716 0.002
C 3.0106 3.0421 0.2476 0.000
N 2.9370 3.1453 -1.1120 0.000
C 3.4657 4.2182 -1.9293 0.000
H 2.3054 -0.8585 -6.3286 0.000
H 3.0521 0.4271 -5.3674 0.000
H 1.5532 0.7429 -6.2472 0.000
H 0.5146 -2.2769 -5.2457 0.000
H -0.5346 -2.3464 -2.7113 0.000
H -2.5566 2.2649 -0.5636 0.000
H -2.9740 3.8726 -2.7430 0.000
H -1.6736 4.4270 -4.7759 0.000
H -0.4590 3.2306 -5.2514 0.000
H 0.0292 4.6781 -4.3610 0.000
H 2.1732 1.4880 1.5380 0.000
H 3.5138 3.7718 0.8587 0.000
H 4.2249 4.7571 -1.3691 0.000
H 2.6761 4.9178 -2.2112 0.000
H 3.9070 3.8101 -2.8364 0.000
C 1.3165 -7.9632 -0.7222 0.000
O 0.3293 -8.3074 0.2244 0.001
C -0.8699 -7.6691 0.1355 0.002
C -1.8250 -8.0190 1.0892 0.000
C -3.0536 -7.3982 1.1033 0.002
C -3.3563 -6.3748 0.1946 0.000
C -2.4098 -6.0711 -0.7889 0.002
C -1.1842 -6.7171 -0.8259 0.000
N -4.6259 -5.8000 0.2886 0.012
N -4.9241 -4.6465 -0.0984 -0.002
C -4.0901 -3.5633 -0.2702 0.009
C -4.5294 -2.6331 -1.2169 -0.002
C -3.7677 -1.5501 -1.6242 0.008
C -2.5111 -1.3380 -1.0619 -0.002
O -1.7157 -0.3704 -1.3949 -0.008
C -2.0609 -2.2234 -0.0418 0.003
N -0.8325 -1.9249 0.4458 -0.002
C -0.4163 -2.6003 1.5009 0.021
C -1.1848 -3.5810 2.1198 -0.003
C -2.4053 -3.9333 1.5894 0.018
C -2.8610 -3.2897 0.4292 -0.001
H 2.1904 -8.5625 -0.4796 0.000
H 1.5815 -6.9026 -0.6622 0.000
H 0.9950 -8.1943 -1.7424 0.000
H -1.5746 -8.7815 1.8156 0.000
H -3.8022 -7.6610 1.8398 0.000
H -2.6432 -5.3370 -1.5489 0.000
H -0.4747 -6.4571 -1.6002 0.000
H -5.4940 -2.8251 -1.6698 0.000
H -4.1188 -0.8625 -2.3823 0.001
H 0.5507 -2.3208 1.9020 0.002
H -0.8280 -4.0619 3.0202 -0.001
H -3.0115 -4.6674 2.0968 0.001
O -1.4632 2.8081 4.0245 -0.002
S -1.5172 0.9229 1.3591 -0.015
N 0.0744 0.3554 1.4929 0.014
C -2.4502 -1.8938 6.1794 0.000
C -2.7905 -1.7392 4.8438 0.000
C -1.9082 -1.1262 3.9629 0.001
C -0.6842 -0.6347 4.4077 0.002
C -0.3623 -0.7837 5.7586 0.000
C -1.2297 -1.4171 6.6363 0.000
Ge 0.6331 0.3127 3.2581 0.005
C 2.3665 -0.6705 3.5046 0.000
C 2.2993 -1.9161 4.1306 0.000
C 3.4457 -2.6236 4.4666 0.000
C 4.6958 -2.0963 4.1856 0.000
C 4.7866 -0.8744 3.5357 0.000
C 3.6362 -0.1730 3.1993 0.000
C 0.8827 2.1287 4.0859 0.001
C 2.1516 2.4925 4.5441 0.000
C 2.4053 3.7039 5.1681 0.000
C 1.3620 4.5993 5.3530 0.000
C 0.0894 4.2581 4.9426 0.000
C -0.1691 3.0319 4.3243 0.000
H -3.1334 -2.3757 6.8682 0.000
H -3.7470 -2.0905 4.4749 0.000
H -2.1883 -1.0142 2.9249 0.001
H 0.5809 -0.3895 6.1254 0.000
H -0.9562 -1.5357 7.6779 0.000
H 1.3271 -2.3371 4.3639 0.000
H 3.3625 -3.5867 4.9557 0.000
H 5.5941 -2.6272 4.4748 0.000
H 5.7570 -0.4586 3.2918 0.000
H 3.7624 0.7720 2.6905 0.000
H 2.9640 1.7875 4.4378 0.000
H 3.4043 3.9399 5.5137 0.000
H 1.5370 5.5612 5.8189 0.000
H -0.7472 4.9296 5.0915 0.000
H -1.5644 2.0900 3.3664 -0.001
C 1.7245 -3.6916 -1.0277 -0.001
As 2.1382 -1.8902 -0.3264 0.006
C 3.6106 -1.5431 -1.5921 0.000
C 3.3113 -2.5504 1.1249 0.003
H 2.6153 -4.3189 -0.9820 0.000
H 1.4055 -3.6164 -2.0655 0.000
H 0.9263 -4.1637 -0.4531 0.000
H 4.3677 -2.3236 -1.5224 0.000
H 4.0689 -0.5799 -1.3642 0.000
H 3.2285 -1.5158 -2.6129 0.000
H 4.0766 -3.2125 0.7205 0.000
H 2.7219 -3.0944 1.8622 0.000
H 3.7860 -1.7091 1.6282 0.000
```

Computed properties:
* 2S+1: 2
* frontier orbital gap (alpha / beta): 0.1783 / 0.1787 hartree
* DFT total energy: -233278.09532 eV
* relative energy (zero: lowest compared OMol25 entry of this formula, charge and spin): 22.29 kcal/mol
* charge: 0
* HOMO (alpha / beta): -5.1 / -5.1 eV



DFT (ωB97M-V with the def2-TZVPD basis set) results for C7H10NP in the gas phase at a distorted geometry.

Structure (XYZ):
```
19
Properties=species:S:1:pos:R:3:mulliken_charge:R:1
C -1.0678 -1.3794 0.3649 -0.848
C 0.0516 -1.4368 -0.3124 -0.384
C -1.5481 0.7390 -0.7096 -0.722
C -0.1768 0.6959 -1.3295 -0.801
C 0.1338 0.4452 0.9929 -0.846
C -1.2835 -0.0022 0.6866 0.000
C 0.6668 -0.1096 -0.3397 0.466
N 2.9355 0.2281 1.0487 -0.451
P 2.6503 0.0239 -0.4700 0.007
H -1.6796 -2.2214 0.4842 0.511
H 0.5089 -2.3659 -0.6611 0.402
H -1.7293 1.8175 -0.4623 0.300
H -2.3249 0.2786 -1.3056 0.364
H -0.0997 0.1711 -2.3641 0.304
H 0.0549 1.6675 -1.4632 0.453
H 0.4737 1.5619 1.0403 0.339
H 0.5367 -0.1230 1.8605 0.317
H -1.9645 -0.0807 1.5560 0.338
H 3.8620 0.0905 1.3835 0.253
```

Computed properties:
* frontier orbital gap: 0.3146 hartree
* DFT total energy: -18197.07348 eV
* relative energy (zero: lowest compared OMol25 entry of this formula, charge and spin): 35.27 kcal/mol
* charge: 0
* HOMO: -8.7 eV